# 1
62
Properties=species:S:1:pos:R:3:mulliken_charge:R:1 method="wB97M-V/def2-TZVPD" homo_lumo_gap_ev="6.3707 / 6.5301" total_charge=-2 spin_multiplicity=2 e_tot_ev=-105756.034 e_homo_ev="-2.120 / -2.281"
Cu 1.2450 -0.3506 1.4157 -1.44
C -0.8631 -3.9836 -0.4890 -1.08
C 0.2328 -4.7702 -0.8169 -0.39
C 1.4977 -4.3704 -0.4331 -0.73
C 1.6594 -3.1746 0.2774 1.32
N 0.5941 -2.4136 0.5526 -0.06
C -0.6207 -2.8044 0.1955 -0.29
C 2.9534 -2.6549 0.7696 1.06
C 4.1299 -3.4031 0.6520 -0.78
C 5.3253 -2.8913 1.1198 -0.59
C 5.3407 -1.6247 1.7004 -0.79
C 4.1675 -0.8954 1.8147 0.52
C 2.9356 -1.3837 1.3631 -0.67
H -1.8695 -4.2667 -0.7679 0.39
H 0.1003 -5.6908 -1.3740 0.38
H 2.3573 -4.9736 -0.6881 0.28
H -1.4220 -2.1294 0.4798 0.70
H 4.1224 -4.3896 0.1995 0.22
H 6.2387 -3.4689 1.0292 0.35
H 6.2760 -1.2082 2.0601 0.34
H 4.2032 0.0916 2.2624 0.41
C 0.4323 4.7034 -2.3866 -0.40
C -0.3878 4.5392 -1.2803 -0.71
C -0.8088 3.2707 -0.9017 -0.01
C -0.4137 2.1518 -1.6267 0.19
C 0.4279 2.3255 -2.7234 -0.24
C 0.8446 3.5901 -3.1069 -0.61
P -0.9071 0.4367 -1.1978 0.25
C -2.4868 0.3282 -2.1635 -0.18
C -3.1977 -0.8742 -2.0937 0.13
C -4.3729 -1.0633 -2.8014 -0.69
C -4.8650 -0.0532 -3.6208 -0.41
C -4.1650 1.1395 -3.7152 -0.76
C -2.9916 1.3288 -2.9922 -0.22
C -1.5567 0.5884 0.5106 1.57
C -2.8724 1.0126 0.7426 -0.32
C -3.3705 1.0924 2.0311 -0.52
C -2.5417 0.7469 3.0922 -0.86
C -1.2345 0.3509 2.8531 0.50
C -0.6752 0.2568 1.5644 -0.82
H 0.7791 5.6912 -2.6662 0.33
H -0.6855 5.3997 -0.6924 0.36
H -1.4272 3.1461 -0.0216 0.33
H 0.7944 1.4521 -3.2514 0.36
H 1.5266 3.7033 -3.9404 0.36
H -2.8211 -1.6728 -1.4632 0.21
H -4.9057 -2.0037 -2.7172 0.39
H -5.7827 -0.1974 -4.1788 0.34
H -4.5362 1.9375 -4.3484 0.38
H -2.4656 2.2723 -3.0692 0.32
H -3.5112 1.2825 -0.0918 0.37
H -4.3887 1.4235 2.2064 0.34
H -2.9131 0.7981 4.1109 0.36
H -0.6130 0.1116 3.7083 0.44
N 1.8087 0.7053 3.2794 -0.75
C 1.9961 1.1589 4.3325 0.58
N 2.3305 1.6898 5.4786 -0.76
C 1.4754 1.6913 6.4768 0.50
N 0.8066 1.7334 7.4291 -0.64
S 4.2185 2.1761 -1.2869 -0.53
C 2.9019 1.4418 -0.6305 0.09
N 1.9508 0.9445 -0.1707 -0.45

# 2
77
Properties=species:S:1:pos:R:3:mulliken_charge:R:1 method="wB97M-V/def2-TZVPD" homo_lumo_gap_ev=4.9995 total_charge=-1 e_tot_ev=-129426.091 e_homo_ev=-3.934
Ti 0.3016 -0.4904 -0.3019 0.85
O 0.7706 -0.8865 3.5368 -0.71
C 0.5476 -1.2805 2.4212 -0.42
O -0.0479 -0.4951 1.5140 -0.24
C 0.9128 -2.6638 1.9759 1.11
C 1.3823 -3.5211 2.9516 -0.38
C 1.7392 -4.8114 2.6132 -0.68
C 1.6431 -5.2753 1.3191 -0.33
C 1.1882 -4.4186 0.3416 -0.67
C 0.7850 -3.1100 0.6479 1.02
O 0.3334 -2.2920 -0.2997 -0.43
N 1.0790 -4.9703 -1.0181 1.17
O 0.8878 -4.2094 -1.9431 -0.61
O 1.1748 -6.1775 -1.1322 -0.69
N 2.2529 -5.7126 3.6515 1.07
O 2.3759 -5.2666 4.7754 -0.64
O 2.6021 -6.8270 3.3117 -0.65
H 1.4656 -3.1694 3.9690 0.68
H 1.9083 -6.2896 1.0678 0.65
O 2.5449 -0.5385 0.4544 -0.74
C 2.6063 0.2488 -0.4993 0.42
O 1.7956 0.1038 -1.4963 -0.53
C 3.3428 1.5412 -0.4052 0.85
C 4.7195 1.6691 -0.4922 -0.49
C 5.2904 2.9234 -0.3439 -0.61
C 4.4912 4.0300 -0.0850 -0.78
C 3.1167 3.8886 0.0274 -0.12
C 2.5241 2.6421 -0.1432 -0.75
P 0.7191 2.3462 0.0673 1.37
C -0.0404 3.3474 -1.2430 0.27
C -1.4008 3.6377 -1.1438 -0.29
C -2.0414 4.3368 -2.1521 -0.90
C -1.3357 4.7335 -3.2801 -0.51
C 0.0109 4.4254 -3.3962 -0.73
C 0.6593 3.7351 -2.3813 -0.76
C 0.3635 3.2415 1.6094 0.62
C 0.4944 2.5247 2.7983 -0.69
C 0.2908 3.1578 4.0159 -0.66
C -0.0516 4.5012 4.0539 -0.45
C -0.1900 5.2168 2.8718 -0.76
C 0.0177 4.5910 1.6523 -0.15
H 5.3343 0.7975 -0.6736 0.55
H 6.3637 3.0377 -0.4202 0.41
H 4.9435 5.0050 0.0418 0.42
H 2.4997 4.7490 0.2567 0.41
H -1.9638 3.3070 -0.2793 0.56
H -3.0982 4.5529 -2.0656 0.40
H -1.8397 5.2701 -4.0736 0.38
H 0.5614 4.7177 -4.2811 0.40
H 1.7093 3.4926 -2.4829 0.41
H 0.7352 1.4692 2.7855 0.04
H 0.3871 2.5878 4.9305 0.48
H -0.2206 4.9907 5.0046 0.39
H -0.4653 6.2635 2.8980 0.41
H -0.1018 5.1517 0.7331 0.40
C -3.7857 -5.4879 -1.5632 -0.95
O -2.8551 -4.9902 -0.6147 -0.13
C -3.2928 -4.6585 0.6384 0.10
S -4.9275 -4.7118 0.9944 -0.41
S -2.0315 -4.1728 1.6552 -0.33
H -3.1830 -5.8102 -2.4122 0.22
H -4.4913 -4.7118 -1.8683 0.34
H -4.3574 -6.3205 -1.1554 0.38
C -2.3260 -2.0666 -1.9184 -2.19
C -2.2822 -0.5472 -1.8621 1.85
O -1.0374 -0.0602 -1.4474 0.16
C -2.5067 0.0371 -3.2726 0.41
F -2.4283 1.3725 -3.3085 -0.11
F -1.5709 -0.4336 -4.1093 -0.28
F -3.7043 -0.3097 -3.7696 -0.27
C -3.3335 -0.0321 -0.8557 0.30
F -4.5599 -0.4651 -1.1582 -0.26
F -3.3795 1.3139 -0.8085 -0.17
F -3.0234 -0.4588 0.3681 -0.22
H -1.4517 -2.4248 -2.4585 0.41
H -3.2296 -2.4021 -2.4240 0.67
H -2.3164 -2.4883 -0.9146 0.06

# 3
66
Properties=species:S:1:pos:R:3:mulliken_charge:R:1 method="wB97M-V/def2-TZVPD" homo_lumo_gap_ev="5.7603 / 5.7798" spin_multiplicity=2 e_tot_ev=-112661.988 e_homo_ev="-6.741 / -6.735"
Ti 0.8553 0.3336 -0.4494 0.67
C 2.3679 2.6195 2.9660 -1.13
C 3.2774 3.5501 2.4236 -0.51
C 3.4049 3.6382 1.0710 -1.16
C 2.6723 2.7549 0.2541 0.35
N 1.9134 1.8145 0.7994 0.71
C 1.7419 1.7527 2.1329 -0.02
C 2.6506 2.7398 -1.2401 0.85
C 3.5238 3.4372 -2.0945 -0.90
C 3.3349 3.2937 -3.4729 -0.72
C 2.2307 2.6530 -3.9725 -1.00
C 1.3538 2.0167 -3.0776 0.74
N 1.6670 2.0343 -1.7827 0.50
C 0.1280 1.2647 -3.4557 0.64
C -0.5317 1.4616 -4.6934 -1.04
C -1.6160 0.6517 -4.9900 -0.48
C -2.1161 -0.2257 -4.0545 -0.92
C -1.4642 -0.2746 -2.8341 -0.59
N -0.3832 0.4399 -2.5619 0.59
H 2.2359 2.5302 4.0344 0.45
H 3.8027 4.1590 3.0985 0.50
H 4.0068 4.3703 0.6131 0.48
H 1.1316 0.9370 2.4982 0.38
H 4.3563 4.0163 -1.7250 0.38
H 4.0111 3.7488 -4.1423 0.50
H 2.0208 2.6921 -5.0472 0.31
H -0.1420 2.2186 -5.3738 0.40
H -2.1343 0.7603 -5.9438 0.40
H -2.8990 -0.9623 -4.2720 0.43
H -1.7910 -0.9760 -2.0685 0.50
O 6.5725 -3.6092 -0.1604 -0.61
C 5.5254 -3.0076 -0.1112 0.60
S 4.5846 -2.5414 1.2802 -0.16
C 3.3467 -1.6668 0.4016 0.09
C 3.4811 -1.6047 -0.9465 0.15
S 2.3465 -0.8719 -2.0371 -0.52
S 4.8318 -2.4096 -1.5833 -0.15
S 1.9341 -1.0707 1.2553 -0.53
O -0.7501 -1.1501 0.1862 -0.59
C -1.8733 -0.6177 0.9775 3.66
C -1.8778 0.9204 0.7168 -0.47
O -2.8727 1.5609 0.9870 -0.69
O -0.7543 1.3926 0.2892 -0.39
C -3.1290 -1.3276 0.4761 -0.10
C -3.0200 -2.3239 -0.5063 -0.09
C -4.0480 -3.2019 -0.7794 -0.96
C -5.2430 -3.1044 -0.0845 -0.42
C -5.3567 -2.1380 0.8934 -0.85
C -4.3624 -1.2142 1.1437 -0.41
C -1.7000 -1.0032 2.4359 -0.23
C -1.5383 -2.3879 2.7316 -0.44
C -1.3192 -2.8006 4.0106 -0.93
C -1.2817 -1.8813 5.0564 -0.57
C -1.4571 -0.5518 4.7829 -0.93
C -1.7038 -0.0855 3.4912 -0.04
H -0.2310 -1.7878 0.6990 0.10
H -2.0520 -2.4913 -0.9761 0.29
H -3.9165 -4.0082 -1.5384 0.34
H -6.0867 -3.7518 -0.3028 0.40
H -6.2523 -2.0956 1.4827 0.41
H -4.3838 -0.5167 1.9591 0.52
H -1.4707 -3.1718 1.9713 0.42
H -1.1467 -3.8997 4.2428 0.30
H -1.0471 -2.1696 6.0720 0.42
H -1.5031 0.1751 5.5737 0.46
H -1.8549 0.9633 3.2701 0.59